[1]
This record from OMol25 describes a cluster of 5 separate species, H8IO4 in total in a non-equilibrium geometry. The level of theory is wB97M-V/def2-TZVPD.

For the gap between HOMO and LUMO, the calculation gives 8.21 eV. The value obtained for the total energy is -16423.791 eV. The relative energy (zero: lowest compared OMol25 entry of this formula, charge and spin) is 45.5 kJ/mol.

Geometry as ORCA input:
```
! RIJCOSX wB97M-V def2-TZVPD def2/J DEFGRID3
* xyz -1 1
I 0.508 0.402 -1.329
O -2.071 1.835 0.718
H -1.511 1.748 -0.054
H -1.457 1.445 1.369
O 2.987 -1.731 -0.368
H 2.351 -1.049 -0.634
H 3.607 -1.674 -1.113
O -2.720 -0.567 -1.857
H -1.837 -0.235 -1.676
H -3.105 -0.699 -0.993
O 1.444 0.054 2.140
H 1.294 0.590 1.379
H 0.511 -0.118 2.419
*
```

Löwdin analysis output, partial charges in e: 0.09, -0.13, -0.11, 0.01, -0.16, -0.20, 0.02, -0.14, -0.21, 0.01, -0.11, -0.11, 0.04

[2]
This record from OMol25 describes a structure of composition H8LiO4. The level of theory is wB97M-V/def2-TZVPD.

For the gap between HOMO and LUMO, the calculation gives 12.53 eV. The value obtained for the total energy is -8521.687 eV. The relative energy (zero: lowest compared OMol25 entry of this formula, charge and spin) is 14.2 kJ/mol.

Geometry as ORCA input:
```
! RIJCOSX wB97M-V def2-TZVPD def2/J DEFGRID3
* xyz 1 1
Li -10.702 4.806 12.958
O -8.811 5.142 12.909
H -7.935 4.946 13.265
H -8.697 5.956 12.395
O -10.741 3.186 11.827
H -9.853 2.827 11.969
H -11.194 2.530 11.284
O -11.320 6.680 13.139
H -11.017 7.384 13.728
H -12.031 7.078 12.617
O -12.034 4.077 14.533
H -12.918 4.411 14.731
H -12.020 3.178 14.886
*
```

Löwdin analysis output, partial charges in e: 0.75, -0.09, 0.09, 0.07, -0.09, 0.06, 0.08, -0.08, 0.08, 0.08, -0.08, 0.07, 0.07

[3]
This record from OMol25 describes a structure of composition H8MgO20S4 in a non-equilibrium geometry. The level of theory is wB97M-V/def2-TZVPD.

For the gap between HOMO and LUMO (alpha / beta), the calculation gives 3.97 / 3.82 eV. Its expectation value of S² is 0.759. The value obtained for the total energy is -89852.546 eV.

Geometry as ORCA input:
```
! RIJCOSX wB97M-V def2-TZVPD def2/J DEFGRID3
* xyz -5 2
Mg -0.040 0.230 -0.068
S 3.249 0.059 0.534
O 3.772 0.171 -0.784
O 3.549 1.261 1.314
O 1.806 -0.052 0.455
O 3.837 -1.178 1.124
S 0.363 -1.870 -2.635
O 0.045 -3.232 -2.266
O 0.383 -1.093 -1.437
O 1.660 -1.823 -3.301
O -0.720 -1.414 -3.453
S -3.139 0.113 -1.394
O -3.953 1.214 -1.016
O -3.885 -1.066 -0.983
O -2.851 0.025 -2.785
O -1.869 0.194 -0.647
S 0.300 2.130 2.549
O -0.140 1.413 1.324
O 1.681 2.564 2.437
O -0.514 3.269 2.964
O 0.190 1.210 3.663
O 1.928 -2.922 0.394
H 1.694 -2.179 -0.162
H 1.444 -3.661 0.024
O -0.646 -1.284 1.332
H -1.497 -1.720 1.312
H -0.107 -1.835 1.900
O -2.733 1.770 1.542
H -1.784 1.888 1.571
H -2.907 1.433 0.663
O 0.372 1.791 -1.209
H 0.572 2.678 -0.909
H -0.061 1.915 -2.053
*
```

Löwdin analysis output, partial charges in e: 0.43, 0.22, -0.29, -0.21, -0.26, -0.39, 0.08, -0.44, -0.38, -0.44, -0.39, 0.10, -0.42, -0.45, -0.39, -0.39, 0.19, -0.40, -0.38, -0.41, -0.41, -0.09, -0.01, 0.01, -0.01, 0.07, 0.06, -0.11, -0.05, -0.04, 0.01, 0.08, 0.09